A molecular structure, C43H43BrN7O6Ru. Source: the Open Molecules 2025 dataset; level of theory: the ωB97M-V functional and the def2-TZVPD basis.

Properties
* total charge: 0
* spin multiplicity: 6
* frontier orbital gap (alpha / beta): 4.95 / 5.30 eV

Structure (XYZ):
```
101
Properties=species:S:1:pos:R:3:forces:R:3
Ru -0.20302 0.64353 1.21512 1.282 -0.749 -0.439
C 0.93595 -0.61034 3.92250 -2.232 0.313 -0.564
N 0.06638 0.57730 3.51834 0.023 -0.357 3.553
C -1.19368 0.52681 4.38487 -0.753 0.080 -1.277
C 0.71335 1.81625 3.93234 1.363 0.347 -1.769
C 1.64041 1.93570 5.00671 -0.887 1.716 -2.049
C 2.34113 3.14962 5.08761 0.429 0.125 0.073
C 2.21279 4.16491 4.12939 -0.783 -1.852 0.887
C 1.35916 3.98739 3.08236 -1.140 -0.760 -0.831
C 0.57280 2.83121 2.91482 0.555 0.018 3.096
N -0.36370 2.54065 1.92665 -1.951 2.816 -1.706
C -0.97429 3.53728 1.21776 0.242 -1.447 1.399
C -0.84174 4.94043 1.50399 -0.329 0.543 -0.777
C -0.76621 5.74397 0.39138 0.004 0.089 0.456
C -0.86244 5.24628 -0.93642 -0.262 -0.925 -0.060
C -1.43198 3.99442 -1.15347 0.983 1.002 -0.508
C -1.85174 3.28232 0.01396 0.764 0.373 0.926
N -3.06899 2.72481 0.09012 0.575 0.410 -0.954
C -3.79303 2.73269 -1.18070 -2.145 0.924 0.470
C -3.82502 2.66069 1.31235 -0.229 -0.310 1.796
H 1.03075 -0.63011 5.00989 0.511 0.009 -0.107
H 1.85345 -0.55802 3.33977 0.023 -0.200 0.339
H 0.27613 -1.45915 3.66421 0.800 0.080 -0.142
H -0.98888 0.61766 5.46602 0.325 -0.445 -0.363
H -1.72238 -0.43978 4.10478 0.418 1.428 0.577
H -1.80443 1.46740 4.17241 0.561 -1.407 -0.142
H 1.81658 1.14445 5.69375 0.068 -0.399 0.407
H 3.08731 3.32571 5.85746 -0.244 -0.275 0.182
H 2.66735 5.10677 4.22287 0.947 0.861 0.236
H 1.28831 4.75985 2.36712 0.023 0.631 -0.695
H -0.83766 5.36514 2.52998 0.360 -0.623 -0.861
H -0.59401 6.79005 0.52537 0.057 0.554 0.068
H -0.59055 5.89210 -1.77007 -0.057 -0.259 0.162
H -1.54636 3.63040 -2.18901 -0.268 0.181 0.888
H -4.23710 3.77901 -1.38434 0.967 -1.322 0.179
H -4.66896 2.05752 -1.14700 0.684 0.171 0.216
H -3.13495 2.39719 -1.95540 0.081 -0.104 -0.438
H -4.70426 3.37688 1.35285 1.032 -0.649 -0.455
H -3.17603 2.88331 2.22774 -0.772 -0.394 -1.443
H -4.19551 1.62620 1.39076 -0.080 0.441 0.305
Br 7.47770 -9.30015 0.38336 -0.429 0.424 -0.011
C 6.41174 -7.70443 0.20697 -1.039 -0.158 1.171
C 6.92582 -6.65254 -0.50709 -0.903 0.734 -0.840
C 6.10589 -5.50343 -0.65575 0.030 -0.261 1.425
C 4.84700 -5.44495 -0.03817 -0.730 -0.997 -0.368
C 4.30208 -6.55081 0.69970 1.918 0.749 -1.417
C 5.12785 -7.63772 0.86916 0.947 -0.660 -1.099
N 3.97897 -4.35194 -0.17951 0.263 -1.229 0.689
N 4.62514 -3.27150 -0.43324 0.799 2.638 0.751
C 3.90899 -2.12227 -0.21037 1.379 -1.755 -0.434
C 4.60039 -0.94276 0.25504 0.234 0.630 -0.101
C 3.93242 0.12636 0.79990 1.794 -0.767 -0.682
C 2.54164 0.08246 0.77234 -1.959 0.652 0.472
O 1.82024 0.98421 1.39642 -0.307 -0.101 -0.739
C 1.85027 -0.95066 0.08838 -0.500 -1.031 0.160
N 0.48444 -0.85152 -0.01741 0.909 0.528 0.157
C -0.20627 -1.76246 -0.70269 -1.044 0.309 0.251
C 0.31805 -2.96013 -1.12375 0.464 -0.767 -0.044
C 1.70004 -3.15945 -0.94418 0.281 1.163 0.641
C 2.49977 -2.13574 -0.34191 -1.990 0.182 -0.915
H 7.84650 -6.78321 -1.07478 -0.070 0.280 0.384
H 6.40841 -4.53187 -1.02270 0.421 -0.342 -0.619
H 3.27906 -6.48386 0.99271 -0.409 -0.116 0.523
H 4.78031 -8.54455 1.33741 -0.044 -0.013 0.290
H 5.68064 -0.88181 0.19034 -0.066 -0.463 0.060
H 4.50085 0.98611 1.20067 -0.657 -0.575 -0.180
H -1.24882 -1.45677 -0.86429 0.334 -0.536 0.101
H -0.32050 -3.79683 -1.47147 0.458 0.944 -0.043
H 2.17974 -4.07360 -1.24402 -0.133 -0.011 -0.060
O -4.07724 -0.21175 -0.62628 1.871 0.751 0.334
C -4.44346 -1.22528 0.15633 -1.228 -0.638 0.543
C -5.64233 -1.87924 -0.13471 -0.095 0.668 -1.308
C -6.09400 -2.93429 0.60174 -0.045 0.480 1.196
C -5.44445 -3.24496 1.79528 0.461 -0.707 0.893
C -4.22060 -2.65150 2.11189 -1.470 -0.703 -0.882
C -3.74247 -1.65249 1.28362 0.619 -0.011 -0.299
C -2.40803 -1.13459 1.58645 0.356 0.036 1.112
O -1.66781 -1.75603 2.35123 0.282 0.386 -0.514
O -2.13075 0.02802 1.07463 -0.472 0.116 -0.530
H -3.17320 0.09730 -0.23882 -1.345 -0.258 -0.571
H -6.25081 -1.51623 -0.96956 0.434 -0.171 0.093
H -7.02207 -3.37958 0.30828 -0.342 -0.379 0.088
H -5.84798 -3.94897 2.53284 0.041 0.005 -0.647
H -3.62251 -3.03880 2.91981 0.041 0.324 0.215
O -1.41312 0.87515 -2.68439 -0.029 0.189 -0.799
C -1.43002 0.66460 -3.88072 0.990 0.464 -0.160
O -2.30479 -0.12694 -4.45317 -0.175 -0.744 -1.998
C -0.39332 1.28545 -4.89134 0.248 -1.629 0.645
N -0.40437 0.46759 -6.16799 0.834 1.274 -0.015
C -0.06547 1.45150 -7.28399 -0.422 -0.715 0.989
C -0.59755 2.80445 -6.81081 0.122 0.946 -0.068
C -0.71344 2.73431 -5.27589 1.047 -0.102 0.557
H 0.56326 1.24608 -4.32409 -0.384 -0.113 -0.591
H -2.02986 -0.23889 -5.45455 -0.226 0.543 2.051
H 0.32845 -0.26414 -6.18689 -0.712 0.586 0.400
H -0.49538 1.05005 -8.20275 0.029 0.346 -0.020
H 1.01448 1.53292 -7.39056 0.141 -0.147 -0.111
H -1.56707 3.07627 -7.18422 -0.531 -0.286 -0.541
H 0.06359 3.64296 -7.15206 -0.400 -0.802 0.424
H -1.66969 2.99985 -4.82292 -0.097 0.289 -0.530
H 0.05875 3.36456 -4.80626 -0.439 -0.082 -0.113
```
Positions in Å, forces in eV/Å.


A molecular structure, C7H28N14O7V. Source: the Open Molecules 2025 dataset; level of theory: the ωB97M-V functional and the def2-TZVPD basis.

Properties
* total charge: +2
* spin multiplicity: 4
* frontier orbital gap (alpha / beta): 7.27 / 10.50 eV

Structure (XYZ):
```
57
Properties=species:S:1:pos:R:3:forces:R:3
V -16.39030 15.33543 10.02987 0.366 1.025 -0.800
C -17.11900 15.64481 6.80114 -0.509 -0.412 1.791
O -17.06633 15.75165 8.01143 -0.266 -0.560 1.239
N -17.11427 14.50981 6.07222 0.350 -1.202 0.284
N -17.33012 16.71841 6.08448 0.014 1.201 -2.716
H -16.98703 14.53011 5.07048 -0.015 -0.222 0.326
H -16.97500 13.64395 6.57321 0.010 0.172 -0.213
H -17.39913 16.41114 5.12484 -0.185 1.762 -0.373
H -17.18459 17.66208 6.41373 -0.407 -0.367 -0.184
C -14.24891 15.46233 12.70989 -3.817 -3.439 -1.958
O -14.88462 15.38850 11.66532 -0.845 0.902 -1.297
N -13.14708 16.06084 12.79283 4.929 3.269 0.138
N -14.56388 14.76898 13.76930 -0.435 -0.700 2.369
H -12.85271 16.53420 11.95058 0.777 -0.136 0.522
H -12.58436 15.86848 13.60919 0.607 0.758 -0.636
H -15.34330 14.12664 13.77015 0.407 0.093 0.246
H -13.84882 14.88386 14.47329 -1.069 -1.007 0.798
C -17.03627 12.58852 12.03568 2.118 0.225 -3.631
O -16.47463 13.32297 11.19417 -0.866 -1.620 1.158
N -17.18301 11.26779 11.92831 0.524 -2.426 -0.913
N -17.54184 13.01657 13.13114 -2.036 2.819 4.643
H -16.54487 10.74684 11.34394 -0.161 0.278 -0.130
H -17.53369 10.72830 12.70683 0.017 0.155 -0.167
H -17.67289 14.00410 13.29759 0.105 -0.125 -0.242
H -17.86968 12.40887 13.86824 -0.002 0.102 -0.274
C -13.94453 16.92017 8.09028 -2.614 -0.537 1.072
O -14.72600 16.43243 8.85704 -1.349 -1.406 2.360
N -12.70176 17.04807 8.26382 6.708 -0.977 3.453
N -14.18459 17.40585 6.95350 -3.012 2.715 -6.755
H -12.38038 16.33484 8.90267 1.201 0.692 0.037
H -12.14497 17.60213 7.62891 0.477 -0.586 0.752
H -15.10616 17.58227 6.57976 0.326 -0.191 0.068
H -13.36321 17.57827 6.39163 -1.047 0.222 -0.570
C -15.99937 18.46293 10.93174 -0.119 -2.779 0.433
O -16.64307 17.44321 10.68831 -1.270 -0.537 -0.751
N -14.84474 18.38804 11.54559 2.721 -0.012 1.151
N -16.37915 19.67906 10.72375 -2.062 4.072 -1.518
H -14.44372 17.47580 11.71023 -0.406 0.579 -0.046
H -14.47183 19.24036 11.93875 0.350 -0.545 0.090
H -15.73617 20.45785 10.71106 0.034 -0.330 0.215
H -17.25182 19.90548 10.26847 0.019 -0.481 0.125
C -14.80441 12.99715 8.11112 -1.948 2.346 2.069
O -15.65230 13.69539 8.75820 2.262 -2.172 -1.536
N -15.07372 11.91136 7.45333 -2.568 -2.396 -1.285
N -13.51314 13.20211 7.98187 3.218 3.048 1.021
H -14.32756 11.54099 6.88222 -0.863 -0.765 0.198
H -15.94340 11.46054 7.69931 0.256 -0.413 -0.667
H -12.93166 12.78027 7.27192 -0.243 -0.017 0.316
H -13.13546 14.03179 8.41670 -0.025 -0.105 -0.198
C -19.69712 14.77989 11.07246 4.021 0.832 -4.404
O -18.60756 15.06697 10.44363 -2.090 -0.540 2.002
N -20.53987 13.90677 10.61531 -1.177 -3.402 -1.971
N -20.25844 15.41430 12.03703 -0.153 2.807 4.852
H -20.32665 13.42922 9.75126 -0.131 -0.138 0.339
H -21.31653 13.62003 11.19382 -0.005 -0.110 -0.698
H -19.72431 16.06880 12.59059 0.011 0.042 -0.173
H -20.92917 14.88156 12.57221 -0.134 0.534 0.039
```
Positions in Å, forces in eV/Å.